No. 1
Entry from the OMol25 dataset: C28H25AuN4O3S as an isolated structure (wB97M-V/def2-TZVPD).

The geometry in ORCA input format:
```
! wB97M-V def2-TZVPD RIJCOSX def2/J DEFGRID3
* xyz -1 4
Au -0.27382 0.29715 -0.48571
C -2.62747 -1.33418 -2.86172
C -3.51335 -1.25476 -1.65719
C -4.40962 -2.26462 -1.36800
C -5.22965 -2.19118 -0.24851
C -5.16145 -1.09525 0.60384
C -4.29895 -0.04499 0.35248
C -4.16645 1.08201 1.33215
C -3.47080 -0.11039 -0.81078
N -2.55324 0.82840 -1.09687
C -2.79164 2.23404 -1.10511
O -3.94320 2.66185 -1.28982
C -1.60153 3.01371 -1.03381
C -1.60620 4.41768 -1.18538
C -0.43878 5.12010 -1.16814
C 0.79089 4.41559 -1.00877
C 0.75804 3.06064 -0.85569
N -0.39599 2.36236 -0.84620
C 2.03086 2.25202 -0.71979
O 3.12741 2.80981 -0.68229
N 1.82031 0.92685 -0.68696
C 2.85740 0.00193 -0.50245
C 3.13081 -0.93716 -1.50216
C 2.36687 -0.93020 -2.79502
C 4.10337 -1.90365 -1.27050
C 4.80146 -1.94499 -0.07456
C 4.52150 -1.01164 0.91312
C 3.54797 -0.04060 0.72203
C 3.24091 0.95426 1.80326
H -2.90885 -2.18553 -3.48161
H -1.58055 -1.44739 -2.56963
H -2.68302 -0.42354 -3.45763
H -4.46569 -3.12540 -2.02352
H -5.91331 -3.00185 -0.02835
H -5.77605 -1.06676 1.49574
H -4.72036 0.85163 2.24184
H -4.54083 2.01050 0.90448
H -3.11906 1.23743 1.59988
H -2.56390 4.90211 -1.32371
H -0.44237 6.19551 -1.28773
H 1.75265 4.90744 -1.00841
H 1.95950 0.05562 -3.01012
H 1.52439 -1.62531 -2.73646
H 3.00605 -1.24254 -3.62284
H 4.31598 -2.63077 -2.04695
H 5.55884 -2.70241 0.08901
H 5.05221 -1.04357 1.85852
H 3.59524 0.59231 2.76935
H 2.16620 1.14158 1.86767
H 3.71343 1.91309 1.58092
O -0.35811 -0.09129 2.15675
N 0.44744 -1.07519 2.39601
C 1.05864 -1.11868 3.60718
C 1.94112 -2.10921 3.94762
C 2.22425 -3.10413 3.01434
C 1.60444 -3.05388 1.78980
C 0.69758 -2.04001 1.45541
S -0.08939 -2.03097 -0.08286
H 0.77892 -0.29825 4.24923
H 2.40365 -2.08750 4.92407
H 2.93232 -3.89085 3.23689
H 1.81300 -3.78700 1.02371
*
```

- LUMO energy (spin up / spin down): 0.099 / 0.013 hartree
- Energy: -2060.6031 Ha

=====

No. 2
Entry from the OMol25 dataset: C15H29InO7P as an isolated structure at a distorted geometry (wB97M-V/def2-TZVPD).

The geometry in ORCA input format:
```
! wB97M-V def2-TZVPD RIJCOSX def2/J DEFGRID3
* xyz -1 1
C 2.77637 0.82539 0.14917
C 1.96322 2.12639 -0.25952
In 0.26772 1.38735 -1.57868
P -1.53390 0.57818 0.07684
C -2.67489 2.07304 0.29973
O -2.42446 -0.72634 -0.62181
H 3.66284 0.77477 -0.48840
H 2.18407 -0.07164 -0.05360
H 3.01410 0.85991 1.21654
H 1.55368 2.54727 0.66312
H 2.61858 2.82603 -0.77441
H -0.40723 2.67482 -2.63408
H 0.83296 0.02344 -2.63068
H -2.66785 2.32049 1.36446
H -3.70497 1.86822 -0.00741
H -2.28148 2.94384 -0.23474
H -1.78279 -1.20572 -1.13651
O -1.17644 -2.74773 -2.85664
C -2.00220 -2.37698 -3.63321
O -3.33111 -2.58585 -3.46422
C -4.04605 -2.10757 -4.61287
C -3.12396 -1.09180 -5.26296
C -1.74819 -1.65323 -4.93113
H -4.25739 -2.95754 -5.26884
H -4.98904 -1.66918 -4.29095
H -3.30696 -0.96474 -6.32969
H -3.24778 -0.11988 -4.78211
H -1.40732 -2.37644 -5.67474
H -1.00366 -0.87211 -4.79553
O 3.30337 5.19983 1.06578
C 3.90008 4.56149 1.87686
O 4.37688 3.31352 1.64647
C 4.94829 2.78463 2.85110
C 5.28973 3.99396 3.70242
C 4.20429 4.97955 3.29754
H 4.20937 2.13543 3.32790
H 5.82682 2.19283 2.60078
H 5.31757 3.77556 4.76970
H 6.26797 4.38563 3.41398
H 3.30004 4.86273 3.89717
H 4.54783 6.00990 3.33188
O -0.33408 -4.88731 4.11950
C -1.14545 -4.56036 3.30224
O -2.47139 -4.80560 3.44366
C -3.16946 -4.39213 2.25361
C -2.26289 -3.37301 1.59189
C -0.88071 -3.87563 1.98226
H -3.33452 -5.27284 1.62600
H -4.13543 -3.97286 2.52977
H -2.41795 -3.29176 0.51838
H -2.43091 -2.38680 2.02715
H -0.49821 -4.61435 1.27505
H -0.16708 -3.06485 2.10182
*
```

- LUMO energy: 0.096 hartree
- Energy: -1647.1136 Ha

=====

No. 3
Entry from the OMol25 dataset: C24H27AlBF4I2N2O7PS3 as an isolated structure at a distorted geometry (wB97M-V/def2-TZVPD).

The geometry in ORCA input format:
```
! wB97M-V def2-TZVPD RIJCOSX def2/J DEFGRID3
* xyz -2 1
Al -13.63496 -10.33213 1.09379
C -12.29434 -18.16081 1.66832
C -12.05998 -16.66141 1.63789
C -13.03867 -15.69812 1.67943
C -12.72700 -14.29258 1.67713
C -11.38954 -13.90394 1.46565
C -10.38730 -14.89722 1.45063
C -10.71606 -16.22852 1.63045
S -10.98161 -12.20114 1.11140
O -9.85183 -12.02721 0.19397
O -10.85880 -11.66039 2.44957
N -12.29352 -11.58820 0.44128
C -12.55858 -11.80832 -1.00033
C -13.90679 -11.31158 -1.31161
O -14.40432 -11.72634 -2.33644
O -14.45273 -10.42940 -0.48676
H -13.37510 -18.42370 1.51018
H -11.99649 -18.52303 2.67742
H -11.68412 -18.61396 0.94438
H -14.10755 -15.96308 1.75017
H -13.52610 -13.62482 1.61692
H -9.38626 -14.59814 1.30362
H -9.92442 -16.95105 1.49581
H -12.52123 -12.87744 -1.19554
H -11.87757 -11.20954 -1.68042
I -11.27772 -5.61654 0.30339
C -11.51374 -6.86688 2.01245
C -10.95113 -6.44747 3.24591
C -11.17118 -7.14287 4.41807
I -10.30106 -6.51438 6.16879
C -12.00286 -8.27550 4.35484
C -12.37907 -8.98795 5.49309
C -13.00680 -10.20685 5.35994
C -13.32271 -10.70746 4.10874
N -13.04673 -9.96058 3.02229
C -12.39774 -8.78267 3.12138
C -12.09256 -8.16427 1.90619
O -12.50662 -8.76174 0.84989
H -10.33712 -5.55534 3.22993
H -12.18948 -8.61018 6.51016
H -13.22820 -10.88044 6.24408
H -13.75487 -11.70697 3.97199
C -15.07125 -4.59620 1.44051
C -15.87653 -5.31869 0.33378
C -15.02818 -6.16417 -0.54594
O -16.84344 -6.19519 1.00178
P -16.96098 -7.82392 1.30788
S -17.85255 -8.79897 -0.07136
S -15.33125 -8.61312 2.13313
O -17.96148 -7.55702 2.56179
C -17.79354 -6.47547 3.51480
C -18.56417 -5.17333 3.08217
C -18.19936 -7.00936 4.88939
H -14.73117 -3.59613 1.10522
H -14.16989 -5.26583 1.71163
H -15.72715 -4.43122 2.30458
H -16.54428 -4.66501 -0.23460
H -14.32617 -6.82323 -0.09656
H -14.42887 -5.59185 -1.25640
H -15.65046 -6.90747 -1.06363
H -16.74551 -6.29044 3.62317
H -19.60693 -5.25346 3.39681
H -18.51293 -5.01109 1.99836
H -18.22533 -4.30359 3.63044
H -19.23488 -7.10451 5.02873
H -17.77029 -6.33361 5.70259
H -17.77488 -8.00969 5.01614
F -14.74737 -11.59232 1.94775
B -15.75251 -12.80133 2.25325
F -15.67545 -13.73252 1.28949
F -16.85928 -12.08147 2.43951
F -15.22420 -13.29456 3.43467
*
```

- LUMO energy: 0.122 hartree
- Energy: -4365.6364 Ha